1.
This record from the OMol25 dataset describes a cluster of 2 separate species, C3H10NO3 in total in a non-equilibrium geometry. The level of theory is ωB97M-V/def2-TZVPD.

Structure (XYZ):
```
17
Properties=species:S:1:pos:R:3:forces:R:3
C -2.1992 -0.3888 -1.0446 1.6205 1.1127 -2.6536
C -1.4063 -0.0313 1.2723 0.3716 1.0329 0.3139
C 2.6296 0.1274 -0.1469 4.9740 0.9599 -3.2940
N -1.0595 -0.0100 -0.1346 0.5480 1.3854 -2.0875
O 1.6382 -0.6336 -0.1137 -5.1183 -3.8738 1.0029
O 2.3995 1.3284 -0.5131 -0.8070 5.5571 -0.6500
O 3.7939 -0.1449 0.3670 1.8742 -0.4412 1.6866
H -1.8993 -0.9781 -1.9386 0.2365 -0.4138 1.2536
H -2.8679 -0.8209 -0.3968 -1.9580 -1.2894 0.7600
H -2.6061 0.4578 -1.6161 -0.0431 0.3127 1.1003
H -1.5181 -1.0082 1.6001 0.0799 -2.0309 0.5248
H -2.3488 0.4320 1.4750 -0.2893 0.8663 -0.0396
H -0.2429 -0.6323 -0.2451 -0.3114 0.3183 -0.1900
H -0.7073 0.9695 -0.3508 -0.4103 -1.5050 0.0410
H -0.5464 0.4265 1.7217 -0.0350 0.2909 0.9808
H 3.2024 1.8455 -0.8143 -1.2069 -1.2371 0.2647
H 3.7382 -0.9389 0.8785 0.4747 -1.0450 0.9861
```
Positions in Å, forces in eV/Å.

- HOMO energy (alpha / beta) (eV) = -8.374 / -15.810
- total charge = +1
- <S²> = 2.01
- Kohn-Sham gap (alpha / beta) (eV) = 5.20 / 8.25
- spin multiplicity = 3
- energy relative to the best compared isomer or geometry (same formula, charge and spin) (kJ/mol) = 29.48



2.
This record from the OMol25 dataset describes a structure of composition C35H45AuClN6O7P3. The level of theory is ωB97M-V/def2-TZVPD.

Structure (XYZ):
```
98
Properties=species:S:1:pos:R:3:forces:R:3
Au 0.1205 0.4279 0.3511 0.0475 0.6202 0.2727
N 3.3298 -1.4610 -3.3684 -0.3149 0.0922 0.0509
C 2.8054 -1.0408 -1.9979 0.0784 0.0450 -0.0868
C 3.9866 -0.7678 -1.0770 0.1248 -0.0730 -0.1727
P 1.9566 0.5526 -2.3344 0.0104 0.0934 0.0693
O 0.6855 0.0864 -3.1811 -0.1336 0.2317 -0.5102
O 2.8716 1.3903 -3.1236 -0.0553 0.0628 0.1000
O 1.4518 1.1692 -0.9862 0.3507 -0.5251 -0.1716
P 1.6234 -2.3947 -1.4944 -0.1157 -0.0105 -0.1029
O 2.5376 -3.2589 -0.4815 -0.1532 -0.4371 -0.0073
O 1.3816 -3.1563 -2.7486 -0.0088 0.0149 -0.0310
O 0.4996 -1.7429 -0.7381 0.2038 -0.1808 0.1141
H 4.2375 -1.9118 -3.2934 0.1218 -0.0969 0.0365
H 3.4244 -0.6457 -3.9871 0.0483 0.0127 -0.0165
H 2.6411 -2.1515 -3.7392 0.0017 0.0487 0.0065
H 4.6224 0.0229 -1.4806 -0.0072 -0.0221 -0.0385
H 4.5741 -1.6720 -0.9105 -0.0292 -0.0012 -0.0054
H 3.6259 -0.4343 -0.1155 -0.0816 0.0264 0.2317
H 0.6137 0.5741 -4.0292 0.0771 -0.3280 0.4173
H 2.4750 -4.2122 -0.6841 0.0729 0.5055 0.0237
N 0.4536 -0.3002 3.2339 -0.0473 -0.0288 -0.0307
P 1.5712 0.3268 2.1386 -0.1269 0.2417 -0.0693
C 2.0520 1.9860 2.5633 -0.0252 0.0430 0.1079
C 1.9405 3.0404 1.6570 0.0266 0.0018 -0.0301
C 2.2978 4.3213 2.0560 0.0029 -0.0076 -0.0186
C 2.7489 4.5462 3.3475 0.0043 -0.0144 0.0360
C 2.8619 3.4931 4.2526 0.0166 0.0374 -0.0089
C 2.5213 2.2120 3.8640 -0.0047 0.0489 -0.0033
C 2.9361 -0.7674 2.3782 0.1553 -0.0322 -0.1916
C 4.2303 -0.2396 2.4693 -0.0427 0.0146 0.0085
C 5.2889 -1.0884 2.7295 0.0474 -0.0913 0.0073
C 5.0608 -2.4518 2.8915 0.0372 0.0280 0.0096
C 3.7787 -2.9774 2.7838 0.0208 -0.0031 -0.0235
C 2.7110 -2.1414 2.5149 0.0023 -0.0014 -0.0637
C -0.8947 -0.1401 3.0567 0.0721 0.0970 -0.0811
C -1.8163 -0.3415 4.0790 -0.0636 0.0011 0.0822
C -3.1497 -0.1304 3.8208 -0.0381 0.0010 0.0277
C -3.5485 0.3048 2.5548 -0.0690 -0.0218 0.0792
C -2.5984 0.4831 1.5914 0.1481 0.0666 -0.0251
N -1.2823 0.2360 1.8263 -0.3206 -0.2561 -0.0472
H 0.7785 -0.6645 4.1143 0.0208 -0.0568 0.1650
H 1.6102 2.8683 0.6400 0.0000 -0.0147 0.0353
H 2.2251 5.1418 1.3538 0.0015 -0.0326 0.0283
H 3.0196 5.5478 3.6565 -0.0027 -0.0274 -0.0125
H 3.2216 3.6745 5.2568 -0.0119 0.0022 -0.0224
H 2.6277 1.3938 4.5683 -0.0157 0.0100 -0.0142
H 4.4032 0.8236 2.3550 -0.0122 -0.0395 -0.0110
H 6.2907 -0.6887 2.8161 -0.0201 -0.0181 -0.0038
H 5.8928 -3.1111 3.1047 -0.0181 0.0171 -0.0041
H 3.6145 -4.0399 2.9036 0.0061 0.0181 -0.0090
H 1.7158 -2.5533 2.3991 0.0204 0.0190 0.0009
H -1.4687 -0.6414 5.0586 -0.0127 0.0084 -0.0291
H -3.8820 -0.2797 4.6044 0.0271 -0.0022 -0.0306
H -4.5847 0.5052 2.3233 0.0284 0.0001 0.0223
H -2.8510 0.8397 0.6049 0.0287 -0.0421 0.1105
C -1.8952 -3.6011 -3.1561 0.0327 -0.0492 0.0229
C -3.2200 -3.2455 -3.8394 -0.0230 -0.0726 -0.0502
C -3.5082 -4.3174 -4.9075 -0.0207 -0.0376 -0.0144
C -4.3526 -3.3703 -2.8123 -0.0452 -0.0025 0.0857
C -3.1806 -1.8116 -4.4881 -0.0517 0.0574 0.0877
O -4.2047 -1.6784 -5.4745 0.0780 0.0432 0.1116
C -1.8125 -1.4076 -5.0527 0.1719 0.0286 -0.0384
C -1.3485 -2.0784 -6.3494 0.0811 0.0136 -0.0049
C 0.0229 -1.5772 -6.7410 -0.1818 0.0470 0.1580
C 1.1498 -2.3420 -6.4700 0.1570 -0.1663 -0.0225
C 2.4225 -1.8790 -6.7858 0.0075 -0.2419 0.1680
C 2.5715 -0.6211 -7.3388 0.1695 0.0767 -0.0356
Cl 4.1660 -0.0328 -7.7006 -0.0643 -0.0146 0.0308
C 1.4664 0.1614 -7.6175 -0.2006 0.1267 -0.0387
C 0.1984 -0.3280 -7.3263 0.0229 0.1856 0.0103
C -3.6469 -0.6885 -3.5229 0.0981 0.1463 0.1268
N -2.6290 0.0036 -2.7076 0.0008 -0.0336 -0.3237
C -2.1055 -0.3498 -1.5549 0.1028 0.0271 0.1188
N -1.3306 0.6474 -1.1110 -0.0626 -0.1457 -0.6008
C -1.3921 1.5925 -2.1023 -0.1579 -0.0635 0.2553
N -2.1780 1.2364 -3.0745 -0.1943 -0.1157 0.0945
H -2.0222 -4.5274 -2.5889 0.0054 0.0478 -0.0310
H -1.5424 -2.8381 -2.4564 -0.0174 -0.0357 -0.0381
H -1.0861 -3.7680 -3.8694 -0.0293 0.0321 0.0373
H -3.3583 -5.3055 -4.4682 0.0005 0.0401 -0.0131
H -2.8555 -4.2542 -5.7774 -0.0107 0.0002 0.0195
H -4.5472 -4.2840 -5.2456 0.0393 0.0071 0.0143
H -4.4964 -4.4223 -2.5595 0.0122 0.0322 -0.0100
H -5.3011 -2.9936 -3.2041 0.0400 -0.0267 0.0105
H -4.1314 -2.8511 -1.8720 -0.0080 -0.0388 -0.0587
H -4.2044 -2.4510 -6.0459 0.0115 -0.0741 -0.0664
H -1.0547 -1.5719 -4.2848 0.0615 0.0466 0.0247
H -1.8320 -0.3298 -5.2435 -0.0756 0.0236 -0.0122
H -2.0698 -1.8623 -7.1399 0.0172 -0.0552 -0.0524
H -1.2793 -3.1588 -6.2372 -0.0683 -0.0161 0.0188
H 1.0324 -3.3313 -6.0357 0.0353 0.0778 -0.0201
H 3.2977 -2.5025 -6.6376 -0.0612 0.0122 0.0260
H 1.5963 1.1345 -8.0733 -0.0172 -0.0328 0.0117
H -0.6697 0.2802 -7.5632 0.0516 -0.0298 -0.0069
H -4.4128 -1.0416 -2.8420 -0.0360 0.0652 -0.0278
H -4.0736 0.0934 -4.1403 -0.0126 0.0656 -0.0740
H -2.2880 -1.2916 -1.0571 0.0788 0.1026 -0.0494
H -0.8645 2.5337 -2.0696 -0.0104 -0.0975 -0.0149
```
Positions in Å, forces in eV/Å.

- HOMO energy (eV) = -12.673
- total charge = +2
- Kohn-Sham gap (eV) = 5.60
- energy relative to the best compared isomer or geometry (same formula, charge and spin) (kJ/mol) = 0.00



3.
This record from the OMol25 dataset describes a structure of composition C11H14BHfN7 in a non-equilibrium geometry. The level of theory is ωB97M-V/def2-TZVPD.

Structure (XYZ):
```
34
Properties=species:S:1:pos:R:3:forces:R:3
H 0.9708 3.2889 1.7240 0.0446 0.0590 -0.1490
N 0.5555 1.7308 0.3335 -0.1108 0.4360 0.0672
B 0.1682 0.3425 -1.7998 0.1927 0.3737 0.0221
N 0.5461 1.6730 -1.0532 0.0218 -0.1106 0.5306
C 0.8972 2.8708 -1.5454 -0.1310 -0.4885 0.5367
Hf 0.0362 -0.1581 1.4559 0.1966 -0.9824 -2.8602
H 0.9607 3.0106 -2.6179 0.0021 0.0976 0.2028
C 1.1304 3.7353 -0.4807 0.0653 0.2310 0.5132
H 1.4310 4.7688 -0.5384 -0.0244 -0.0537 -0.0306
C 0.9053 2.9995 0.6830 -0.0394 -0.2614 -1.3782
H 0.2346 0.4838 -2.9948 -0.0119 -0.0980 0.4284
C -0.6271 -1.9430 2.4910 -0.1519 0.0203 0.5258
H -0.6222 -1.9366 3.5839 -0.0879 -0.1750 0.0557
H 0.0485 -2.7591 2.1968 0.1152 0.0077 -0.0473
H -1.6145 -2.2936 2.1741 -0.1017 0.0097 0.0569
N -1.2779 -0.0441 -1.3601 -0.0652 -0.0115 0.4927
N 1.1756 -0.7665 -1.3092 0.2546 -0.0571 0.6109
N -1.5760 -0.2262 -0.0165 0.2172 -0.0890 0.0148
N 1.3221 -1.0574 0.0496 -0.0586 -0.3289 -0.5315
C -2.3890 -0.2313 -2.0858 0.4724 0.0272 0.5373
C 2.0215 -1.5368 -2.0056 -0.3838 0.2500 0.9627
H -2.3517 -0.1296 -3.1648 -0.0634 -0.0501 0.2127
H 2.0722 -1.4271 -3.0789 0.0419 -0.1461 0.0435
C -3.4412 -0.5470 -1.2282 -0.0246 -0.0093 0.6431
C 2.7167 -2.3683 -1.1177 -0.1658 0.1108 0.8668
C -2.9056 -0.5383 0.0580 0.4326 0.0745 -1.0297
C 2.2527 -2.0578 0.1640 -0.2598 0.5022 -1.5712
H -4.4632 -0.7610 -1.4984 0.0824 0.0391 0.0044
H 3.4642 -3.1010 -1.3565 0.0616 -0.0613 -0.0935
H -3.3738 -0.7414 1.0094 -0.0258 -0.0095 -0.0688
H 2.4974 -2.4552 1.1382 0.1309 -0.0883 -0.1303
H -0.9561 0.8697 3.1625 0.8047 0.2761 2.6071
N 0.3967 0.6065 5.0123 -0.8686 0.1068 -2.0623
C -0.2052 0.6991 4.0155 -0.5622 0.3988 0.0173
```
Positions in Å, forces in eV/Å.

- HOMO energy (eV) = -16.322
- total charge = +2
- Kohn-Sham gap (eV) = 7.45
- energy relative to the best compared isomer or geometry (same formula, charge and spin) (kJ/mol) = 0.00



4.
This record from the OMol25 dataset describes an isolated molecule of C5H7IN2 in a non-equilibrium geometry. The level of theory is ωB97M-V/def2-TZVPD.

Structure (XYZ):
```
15
Properties=species:S:1:pos:R:3:forces:R:3
C -0.7348 -1.3084 -0.2263 -0.4426 5.3121 2.8831
C -1.0589 -2.5645 -0.6267 -1.4601 -4.2330 0.4692
C -1.2265 -0.6728 1.0602 -2.8659 -1.6663 -0.5656
C 0.8257 1.4925 -0.3864 -0.6361 3.8356 1.3142
C 1.8145 2.5316 -0.3590 1.2550 0.2787 -0.5858
N -0.0809 -0.5520 -1.0972 -1.0447 -3.5566 -2.4607
N 0.4071 0.5318 -0.8699 0.2970 -0.6686 0.9431
I 0.0932 -0.4814 2.7796 0.7019 0.0693 0.5592
H -0.8366 -2.9461 -1.5670 0.6377 -0.1502 -1.6061
H -1.5496 -3.3200 -0.0065 0.1543 0.7003 0.1628
H -1.7918 0.2732 1.0494 1.2549 0.1902 -0.7531
H -2.1291 -1.2657 1.4670 1.7826 0.1105 -0.5541
H 2.4025 2.5554 0.5747 -0.2187 -0.1951 -0.4488
H 1.4610 3.5701 -0.5691 -0.0663 -0.9881 0.1742
H 2.4042 2.1563 -1.2229 0.6510 0.9611 0.4686
```
Positions in Å, forces in eV/Å.

- HOMO energy (alpha / beta) (eV) = -4.548 / -8.843
- <S²> = 2.02
- Kohn-Sham gap (alpha / beta) (eV) = 4.92 / 7.21
- spin multiplicity = 3
- energy relative to the best compared isomer or geometry (same formula, charge and spin) (kJ/mol) = 188.70



energy relative to the best compared isomer or geometry (same formula, charge and spin) of number 2 (C35H45AuClN6O7P3)?
0.00 kJ/mol



Which value of energy relative to the best compared isomer or geometry (same formula, charge and spin) does entry 4 give?
188.70 kJ/mol